1.
The following is a quantum chemistry calculation of C13H19GaIN5O2 as an isolated structure in a non-equilibrium geometry, from the OMol25 dataset.

Cartesian coordinates (Å):
C 1.569 2.409 0.271
I 3.650 2.015 -1.465
H 1.681 3.472 0.500
H 1.257 2.262 -0.772
H 2.427 1.835 0.638
C 1.254 -3.467 1.497
C 2.092 -2.655 2.172
N 1.752 -1.362 1.856
C 0.668 -1.330 1.011
N 0.401 -2.661 0.781
H 1.229 -4.536 1.443
H 2.869 -2.896 2.879
C -1.493 1.335 -3.274
C -1.081 0.935 -1.083
N -0.864 0.505 -2.363
H -2.695 3.157 -2.862
N -1.859 2.049 -1.233
H -1.467 1.166 -4.334
Ga -0.513 0.115 0.562
C 0.372 1.928 1.129
O -0.098 2.486 2.095
C -2.104 2.310 -2.562
C -2.361 2.917 -0.192
H -3.159 3.507 -0.660
H -1.591 3.612 0.172
H -2.764 2.349 0.655
C -0.032 -0.620 -2.737
H 0.087 -0.613 -3.826
H -0.498 -1.570 -2.450
H 0.961 -0.559 -2.264
C -0.540 -3.227 -0.159
H 0.010 -3.898 -0.837
H -1.022 -2.435 -0.747
H -1.314 -3.831 0.341
C 2.462 -0.222 2.395
H 3.154 0.225 1.663
H 3.061 -0.559 3.251
H 1.754 0.543 2.730
O -2.612 -2.660 2.355
C -2.422 -1.571 1.924
N -2.221 -0.459 1.499

Orbital gap (alpha / beta) = 2.9 / 3.3 eV
E_LUMO (alpha / beta) = 5.1 / 5.1 eV
Charge = -2
HOMO energy (alpha / beta) = 2.21 / 1.81 eV



2.
The following is a quantum chemistry calculation of an isolated ion of composition C16H27N2O2 and charge +1, from the OMol25 dataset.

Cartesian coordinates (Å):
C 1.746 3.382 0.801
C 1.473 2.196 -0.069
C 0.368 2.194 -0.912
C 0.120 1.108 -1.735
C 0.963 0.007 -1.719
C 2.073 -0.006 -0.878
C 2.333 1.096 -0.048
C 3.543 1.097 0.833
H 4.051 0.140 0.779
H 4.239 1.872 0.513
H 3.274 1.305 1.868
O 2.980 -1.027 -0.834
C 2.568 -2.337 -1.135
H 3.488 -2.916 -1.239
H 2.010 -2.394 -2.073
C 1.740 -2.916 0.017
H 2.335 -2.876 0.937
H 1.474 -3.959 -0.192
O 0.570 -2.123 0.168
C 0.009 -2.081 1.455
C -0.675 -0.722 1.641
N -1.518 -0.323 0.487
C -2.276 0.908 0.824
C -3.174 1.346 -0.331
N -4.062 0.249 -0.647
H -4.781 0.525 -1.304
C -3.309 -0.892 -1.117
C -2.441 -1.391 0.036
H -1.853 -2.249 -0.288
H -3.082 -1.666 0.876
H -4.001 -1.684 -1.404
H -2.667 -0.660 -1.985
H -3.765 2.203 -0.006
H -2.554 1.658 -1.186
H -1.568 1.698 1.076
H -2.905 0.686 1.689
H -0.872 -0.101 -0.308
H -1.296 -0.758 2.538
H 0.088 0.049 1.760
H -0.701 -2.908 1.598
H 0.784 -2.173 2.227
H 0.767 -0.815 -2.388
H -0.695 1.137 -2.445
H -0.276 3.060 -0.950
H 0.984 4.146 0.667
H 1.779 3.101 1.853
H 2.713 3.816 0.553

Orbital gap = 9.4 eV
E_LUMO = -2.1 eV
SMILES = Cc1cccc(OCCOCC[NH+]2CCNCC2)c1C
Relative energy (zero: lowest compared OMol25 entry of this formula, charge and spin) = 0.861 eV
Charge = +1
HOMO energy = -11.43 eV



3.
The following is a quantum chemistry calculation of C14H20Br2F6N2O9PS2 as an isolated structure in a non-equilibrium geometry, from the OMol25 dataset.

Cartesian coordinates (Å):
C -2.070 -1.802 -2.000
C -1.797 -1.708 -3.640
O -2.480 -2.558 -4.442
O -0.788 -0.730 -4.144
C -1.464 0.536 -4.460
O -2.721 0.426 -4.975
C -0.900 2.050 -4.242
C 0.074 2.302 -2.970
N 0.235 1.192 -1.982
C 1.504 0.396 -2.134
Br 2.486 -0.018 -3.824
C 2.130 -0.117 -0.849
C 1.345 0.251 0.581
Br 3.868 -1.169 -0.814
C -0.504 3.619 -2.115
C 0.857 4.280 -1.405
O -1.364 3.034 -1.051
C -1.846 4.067 -0.120
P -3.613 3.473 0.442
C -3.508 2.499 2.083
O -4.071 2.278 -0.772
H -2.552 -2.820 -1.681
H -2.755 -0.910 -1.614
H -1.023 -1.732 -1.459
H -0.280 2.333 -5.222
H -1.810 2.814 -4.198
H 1.164 2.624 -3.334
H -0.614 0.617 -1.819
H 1.265 1.436 0.696
H 0.250 -0.204 0.441
H 1.887 -0.222 1.523
H -1.060 4.381 -2.809
H 1.686 4.431 -2.232
H 0.524 5.332 -1.011
H 1.324 3.575 -0.593
H -1.869 5.112 -0.647
H -1.156 4.017 0.833
H -2.886 1.485 2.001
H -4.623 2.183 2.367
H -3.043 3.219 2.886
H -3.479 1.461 -0.618
C 0.737 -5.953 2.990
F 0.235 -6.598 1.897
F -0.342 -5.528 3.714
F 1.341 -6.912 3.756
S 1.870 -4.589 2.564
O 1.050 -3.664 1.777
O 2.955 -5.232 1.819
N 2.199 -4.148 4.051
S 3.209 -2.927 4.108
O 2.692 -1.632 3.658
O 4.592 -3.206 3.711
C 3.275 -2.786 5.925
F 3.725 -3.931 6.521
F 2.046 -2.542 6.474
F 4.092 -1.783 6.359

Orbital gap = 8.3 eV
E_LUMO = 1.7 eV
Charge = -1
HOMO energy = -6.57 eV



no.,energy (Eh)
1,-3153.37795
2,-885.62843
3,-8216.83310